4 unconnected molecules or ions with the total composition C37H71ClFN4O8S in a non-equilibrium geometry. Source: OMol25; level of theory: ωB97M-V/def2-TZVPD.

## Properties
Kohn-Sham gap (alpha / beta)	0.3336 / 0.3355	Ha
LUMO level (alpha / beta)	0.0 / -0.5	eV
<S²>	3.764
highest occupied orbital energy (alpha / beta)	-9.1 / -9.7	eV

The geometry in ORCA input format:
```
! RIJCOSX wB97M-V def2-TZVPD def2/J DEFGRID3
* xyz 0 4
C -2.03102 0.43094 -2.29707
C -2.24785 1.81138 -3.16045
Cl -1.61400 1.43904 -4.90246
C -3.84474 2.19115 -3.15510
C -4.25751 3.40620 -2.12210
C -3.57230 4.82603 -2.62435
O -5.68490 3.63942 -2.52349
S -6.73358 4.04520 -1.20518
O -7.93193 3.07803 -1.02858
O -7.06677 5.55501 -1.52080
O -5.50846 3.96346 0.00895
C -4.40684 3.10310 -0.51838
F -4.97701 1.70516 -0.50735
C -3.08883 3.16344 0.46188
C -2.34271 4.61545 0.53675
O -3.09333 5.64989 1.00899
N -0.91992 4.94653 0.16605
C -0.08477 3.73801 -0.17949
C -0.80727 6.06094 -0.84925
H -1.91647 0.59518 -1.14417
H -1.16189 -0.23032 -2.73591
H -3.02506 -0.21147 -2.45295
H -1.61642 2.72749 -2.79762
H -4.55253 1.25885 -3.00086
H -4.09089 2.58917 -4.25338
H -2.48449 4.71217 -3.04095
H -4.23597 5.24709 -3.51808
H -3.58476 5.65316 -1.79574
H -2.41051 2.25429 0.18015
H -3.49286 2.93731 1.56268
H 0.83873 4.13879 -0.81925
H -0.62807 2.95169 -0.86775
H 0.40566 3.23605 0.78291
H 0.16335 6.69864 -0.57480
H -1.71319 6.80057 -0.88317
H -0.63472 5.66193 -1.95658
C -1.69530 -4.47164 2.56471
C -0.73562 -4.25576 1.36004
C 0.73231 -4.51513 1.79408
C 1.34494 -3.38728 2.61848
C 1.16984 -2.04161 1.92257
C -0.30468 -1.74403 1.54719
N -0.95006 -2.87569 0.80115
O -0.44267 -2.86489 -0.51123
C -1.10957 -1.42323 2.83597
C -0.35357 -0.39973 0.75077
C -1.13647 -5.38986 0.35862
H -2.62419 -3.90074 2.44538
H -1.99371 -5.52177 2.66792
H -1.24289 -4.20194 3.52261
H 1.36018 -4.66187 0.90429
H 0.79749 -5.44869 2.36763
H 0.90214 -3.36036 3.61949
H 2.41398 -3.58220 2.76493
H 1.56262 -1.24920 2.57218
H 1.79611 -2.03066 1.02080
H -2.17502 -1.29256 2.61271
H -0.75736 -0.49195 3.29632
H -1.01767 -2.17941 3.61345
H 0.27495 -0.41654 -0.14646
H 0.01223 0.43365 1.36220
H -1.37942 -0.15762 0.44742
H -2.16598 -5.25902 0.00195
H -1.07545 -6.37525 0.83521
H -0.47292 -5.43673 -0.51316
C 1.94032 -0.72103 9.21569
C 1.28500 -1.23108 7.90069
C 2.38215 -1.65512 6.88731
C 3.08462 -0.48477 6.20628
C 2.07443 0.48533 5.60278
C 1.01513 0.96763 6.62697
N 0.36610 -0.16776 7.36413
O -0.53412 -0.79040 6.47992
C 1.67886 1.94910 7.63092
C -0.02416 1.86659 5.88161
C 0.52750 -2.52755 8.34237
H 1.27820 -0.03112 9.75292
H 2.15561 -1.54104 9.91118
H 2.89852 -0.22236 9.04785
H 1.93779 -2.28407 6.10344
H 3.13550 -2.27918 7.38506
H 3.73741 0.03512 6.91507
H 3.73960 -0.86452 5.41314
H 2.61142 1.34408 5.18046
H 1.57988 -0.00770 4.75551
H 0.97557 2.24117 8.41970
H 2.00074 2.86810 7.12585
H 2.57508 1.55495 8.10648
H -0.50690 1.35008 5.04463
H 0.45777 2.75363 5.45374
H -0.80603 2.21700 6.56636
H -0.27411 -2.29574 9.05506
H 1.20869 -3.23414 8.83081
H 0.08982 -3.06955 7.49552
C 3.37565 -0.02768 -8.73768
C 3.44412 -0.24410 -7.19908
C 4.17541 -1.57587 -6.87958
C 3.33037 -2.82244 -7.12243
C 1.97965 -2.71436 -6.42266
C 1.21186 -1.41859 -6.79027
N 2.05233 -0.18485 -6.63134
O 2.16593 0.07857 -5.25380
C 0.68796 -1.52640 -8.24823
C -0.09994 -1.36013 -5.94199
C 4.35794 0.92465 -6.70042
H 2.53269 0.61676 -9.01538
H 4.27634 0.46528 -9.12269
H 3.29506 -0.96415 -9.29579
H 4.48963 -1.58137 -5.82662
H 5.09707 -1.65219 -7.47072
H 3.19248 -2.98859 -8.19583
H 3.86351 -3.70322 -6.74526
H 1.37594 -3.59606 -6.67227
H 2.14379 -2.75827 -5.33792
H 0.21444 -0.59028 -8.56690
H -0.06593 -2.31835 -8.33616
H 1.45654 -1.78087 -8.97573
H 0.09133 -1.40011 -4.86396
H -0.75225 -2.21234 -6.16647
H -0.66857 -0.44712 -6.15664
H 3.89181 1.90043 -6.88695
H 5.32439 0.91669 -7.21789
H 4.58970 0.85206 -5.63107
*
```

***

A molecular structure, C37H72BCl24F7O3SSi2 in a non-equilibrium geometry. Source: OMol25; level of theory: ωB97M-V/def2-TZVPD.

## Properties
Kohn-Sham gap	0.3415	Ha
LUMO level	0.4	eV
highest occupied orbital energy	-8.9	eV

The geometry in ORCA input format:
```
! RIJCOSX wB97M-V def2-TZVPD def2/J DEFGRID3
* xyz 0 1
C 0.92478 -0.87995 2.04861
C 1.61511 0.02629 1.02965
C 1.18276 -0.27404 -0.41727
C -0.20047 0.28593 -0.73251
O -1.28297 -0.60140 -0.40133
Si -1.77410 -1.81248 -1.42259
S -0.79012 -1.84270 -3.31652
O -3.41492 -1.66338 -1.67098
Si -4.41493 -0.88230 -0.61131
C -4.08881 -1.35698 1.19179
C -4.29823 -0.29053 2.28068
C -3.29789 0.87151 2.22504
Cl -5.98870 0.27868 2.38343
C -4.63903 0.96181 -0.92548
C -3.39974 1.84174 -1.11727
C -3.80484 3.34542 -1.02490
Cl -2.67431 1.58529 -2.74607
C -6.17439 -1.56411 -1.12043
F -7.20397 -0.79688 -0.64932
F -6.19681 -1.43549 -2.49559
C -6.44882 -3.07519 -0.82465
F -5.28698 -3.71492 -0.51941
F -6.93841 -3.68130 -1.94511
C -7.50275 -3.35528 0.28574
F -7.42366 -4.64416 0.65981
F -8.73445 -3.13947 -0.21201
F -7.33048 -2.57550 1.35961
B -1.31228 -3.64639 -0.68245
O -0.15772 -3.74032 0.07826
C -2.17868 -4.92467 -0.97301
C -2.88189 -4.93815 -2.34216
H 1.39085 -1.86788 2.07030
H -0.12808 -1.03554 1.80226
H 0.97502 -0.46932 3.05870
H 2.69365 -0.11322 1.09750
H 1.38924 1.07243 1.25671
H 1.24192 -1.35347 -0.58124
H 1.91474 0.18593 -1.08775
H -0.28184 0.66060 -1.75619
H -0.33372 1.16774 -0.09399
H -0.86143 -0.57411 -3.73141
H -3.08063 -1.74058 1.37070
H -4.77180 -2.18036 1.42833
H -4.10757 -0.80558 3.22274
H -3.03703 1.15143 3.24297
H -3.77041 1.75848 1.79869
H -2.40626 0.58665 1.66982
H -5.23682 1.01068 -1.83831
H -5.23589 1.40003 -0.12490
H -2.63600 1.67791 -0.36532
H -3.54517 3.89157 -1.92697
H -4.87570 3.44054 -0.84445
H -3.31572 3.80590 -0.16256
H 0.50716 -4.30326 -0.33782
H -1.49786 -5.78662 -0.92758
H -2.87314 -5.05769 -0.13406
H -2.16250 -5.15796 -3.12961
H -3.44377 -4.02739 -2.54555
H -3.60414 -5.75767 -2.36208
Cl 6.08819 -0.44728 2.03316
C 6.18826 0.91117 3.18946
C 5.01260 0.93578 4.12956
Cl 3.49028 1.34106 3.30177
H 6.26262 1.83202 2.61771
H 7.10718 0.77936 3.75879
H 5.17111 1.70094 4.88951
H 4.87281 -0.02036 4.61799
Cl 3.26986 -0.32258 6.54283
C 1.96556 -1.53599 6.46424
C 2.51359 -2.93237 6.33599
Cl 3.31182 -3.18716 4.76287
H 1.32764 -1.27682 5.62209
H 1.38593 -1.44462 7.38199
H 1.69893 -3.65124 6.40599
H 3.23945 -3.14687 7.11638
Cl -3.62364 -7.27626 -4.75112
C -5.17220 -6.52723 -5.21761
C -5.00155 -5.50390 -6.30999
Cl -4.10893 -4.06704 -5.74445
H -5.60861 -6.08264 -4.32577
H -5.82321 -7.32805 -5.56431
H -5.97936 -5.16113 -6.64441
H -4.46441 -5.91756 -7.15979
Cl 4.08341 4.32150 4.79133
C 5.30416 5.52941 5.27148
C 6.38444 5.67993 4.23361
Cl 7.41251 4.22324 4.13238
H 5.71404 5.22838 6.23273
H 4.78244 6.47700 5.39794
H 7.03785 6.50897 4.50148
H 5.97552 5.87028 3.24245
Cl -3.77298 3.61658 -5.69737
C -4.25412 1.97748 -6.20743
C -5.72558 1.72591 -5.99531
Cl -6.13946 1.64682 -4.26484
H -3.64788 1.26411 -5.65333
H -4.01660 1.89268 -7.26691
H -6.00057 0.76635 -6.43056
H -6.33292 2.50355 -6.45152
Cl 0.18866 1.52497 -4.17695
C 1.70211 1.86501 -5.05836
C 2.09758 0.66576 -5.87870
Cl 2.58450 -0.71114 -4.84942
H 2.47029 2.13414 -4.33740
H 1.51125 2.71994 -5.70483
H 2.94471 0.90142 -6.52144
H 1.26882 0.31707 -6.48521
Cl -0.05779 -0.84857 -8.24060
C -0.86984 -1.99245 -7.12955
C 0.02740 -3.13553 -6.73453
Cl 0.37149 -4.22606 -8.10552
H -1.77665 -2.33877 -7.61736
H -1.14472 -1.42893 -6.23798
H -0.46341 -3.72984 -5.96670
H 0.97767 -2.77648 -6.34555
Cl -3.04340 4.01245 5.86593
C -1.71459 3.08607 6.61245
C -0.49109 3.03947 5.73557
Cl -0.76504 2.07623 4.25983
H -2.08592 2.08697 6.82671
H -1.46959 3.57733 7.55249
H 0.32958 2.57007 6.27624
H -0.18158 4.03470 5.42850
Cl 4.17522 -3.40716 -3.58157
C 5.04296 -3.17751 -5.12181
C 6.48930 -3.58933 -5.02758
Cl 7.43200 -2.49979 -3.97704
H 4.94296 -2.13389 -5.40617
H 4.53720 -3.79164 -5.86587
H 6.94323 -3.54894 -6.01644
H 6.59122 -4.59823 -4.63619
Cl 6.21513 7.18207 1.19599
C 7.73188 7.75293 0.44679
C 8.37660 6.68755 -0.40073
Cl 8.99182 5.33847 0.58477
H 8.39410 8.08015 1.24422
H 7.47684 8.61243 -0.17082
H 9.22635 7.11244 -0.93259
H 7.67644 6.28051 -1.12581
Cl 2.58057 4.26790 8.96321
C 3.31436 3.11290 10.10784
C 3.07146 1.68198 9.70431
Cl 1.35573 1.21862 9.85885
H 2.91412 3.32247 11.09651
H 4.38515 3.30972 10.11429
H 3.63848 1.01649 10.35323
H 3.36887 1.50233 8.67478
*
```

***

16 unconnected molecules or ions with the total composition C37H75Br2IO20 in a non-equilibrium geometry. Source: OMol25; level of theory: ωB97M-V/def2-TZVPD.

## Properties
Kohn-Sham gap	0.2732	Ha
LUMO level	-1.3	eV
highest occupied orbital energy	-8.8	eV

The geometry in ORCA input format:
```
! RIJCOSX wB97M-V def2-TZVPD def2/J DEFGRID3
* xyz 0 1
C 5.42314 -3.64329 1.88805
C 5.67994 -4.43013 0.50510
O 6.82330 -4.89518 0.30569
O 4.63963 -4.62666 -0.45622
C 4.55079 -3.46467 -1.36100
C 2.98604 -3.17728 -1.54511
C 1.99425 -4.35602 -1.71696
C 0.47955 -4.08364 -1.84603
C -0.08380 -2.61954 -1.80929
C 0.87504 -1.41711 -1.68969
C 2.39320 -1.73779 -1.56009
C 3.38056 -0.47951 -1.40711
C 3.28126 -0.03902 0.15057
O 4.05451 -0.65256 0.93372
I 1.90722 1.52472 0.80511
C -1.68362 -2.46399 -1.90155
O -2.24342 -1.45984 -2.42225
C -2.50933 -3.71897 -1.31692
C -1.94286 -5.18799 -1.38068
C -2.72660 -6.41592 -0.87082
C -4.12781 -6.23492 -0.24692
C -4.69908 -4.80634 -0.12614
C -3.90381 -3.57072 -0.65743
C -4.63696 -2.14970 -0.45191
Br -5.86401 -1.33881 -1.76257
C -4.35548 -1.50904 0.79768
C -4.98340 -0.12617 1.27857
Br -3.07884 -2.39165 2.06307
C -0.47339 -5.37234 -2.01386
O -0.08806 -6.43843 -2.55633
H 4.32084 -3.33134 1.97535
H 5.63109 -4.32723 2.78156
H 6.09651 -2.72282 1.95225
H 4.99552 -2.58638 -0.77966
H 5.10200 -3.69670 -2.33257
H 2.40131 -5.42767 -1.72890
H 0.44861 -0.34972 -1.69846
H 3.05257 0.36530 -2.10260
H 4.44547 -0.77803 -1.70528
H -2.23984 -7.43555 -0.99539
H -4.74775 -7.10316 0.14440
H -5.73219 -4.66190 0.35992
H -5.29847 0.53117 0.40604
H -4.18343 0.37945 1.93717
H -5.85968 -0.36621 1.99326
C -2.27496 2.03654 0.59776
O -2.59212 0.66467 0.42028
H -2.67423 2.36984 1.55672
H -1.18972 2.16607 0.59261
H -2.72539 2.62524 -0.20604
H -2.22920 0.39388 -0.43383
C 4.04094 -8.23100 -1.14827
O 4.30948 -7.61842 0.10262
H 3.09891 -8.77567 -1.07824
H 3.95882 -7.46489 -1.92440
H 4.84424 -8.92919 -1.39757
H 5.14663 -7.14391 0.01296
C 2.89430 2.36021 -4.98754
O 2.38779 2.50095 -3.66624
H 3.98362 2.34189 -4.94844
H 2.53127 1.42440 -5.42115
H 2.56835 3.20679 -5.59742
H 1.42447 2.51436 -3.73059
C -5.67798 2.69250 4.46130
O -5.37394 2.36021 3.11503
H -6.10387 1.81748 4.95476
H -4.76505 2.99105 4.97930
H -6.40441 3.50887 4.48273
H -4.99919 3.15306 2.70423
C -0.38058 -5.55268 2.68335
O -1.00109 -4.80619 3.72221
H 0.43072 -6.14281 3.11069
H -1.11230 -6.22196 2.22399
H 0.02502 -4.87033 1.93235
H -1.71346 -4.29384 3.31674
C 1.76184 6.32055 -5.06146
O 2.08367 5.97329 -6.40380
H 1.33168 5.45001 -4.56513
H 2.66728 6.62633 -4.53518
H 1.03343 7.13598 -5.05811
H 2.46116 6.75879 -6.81838
C -5.55505 6.21003 2.38896
O -4.76300 5.25846 1.68709
H -5.57771 5.93872 3.44492
H -5.11734 7.20588 2.28064
H -6.57345 6.20551 1.99325
H -4.75967 5.52092 0.75792
C 7.83150 -4.01431 -4.02585
O 6.50508 -3.76650 -4.47285
H 7.81086 -4.82235 -3.29429
H 8.45682 -4.30899 -4.87225
H 8.23760 -3.11388 -3.55796
H 6.55096 -3.04932 -5.11742
C -2.01541 4.43512 4.63186
O -3.34252 4.67376 4.18745
H -2.02976 3.62927 5.36622
H -1.38995 4.14111 3.78480
H -1.61330 5.33950 5.09569
H -3.30185 5.38940 3.53978
C 1.52912 -6.88884 6.16263
O 2.18478 -5.65866 5.89580
H 2.24615 -7.58333 6.60105
H 0.70964 -6.72255 6.86662
H 1.14264 -7.30925 5.23034
H 1.52861 -5.06372 5.50929
C 6.50870 2.94572 -7.38265
O 5.87277 3.70322 -6.36415
H 7.31585 2.36437 -6.93633
H 5.78631 2.26678 -7.84336
H 6.92294 3.61785 -8.13850
H 5.16398 4.20731 -6.78467
C -3.77951 -6.08012 5.96693
O -3.17847 -4.79641 5.92679
H -4.62619 -6.05075 6.65345
H -4.13299 -6.35384 4.96902
H -3.05330 -6.81699 6.32054
H -2.43327 -4.84999 5.31303
C 3.21800 9.09149 -2.41724
O 3.57719 7.75291 -2.73243
H 2.25889 9.31751 -2.88198
H 3.12998 9.20317 -1.33357
H 3.97777 9.77677 -2.80332
H 4.42776 7.57870 -2.31009
C -8.91989 4.89933 6.53398
O -8.30443 5.18274 5.28594
H -8.17737 5.00795 7.32467
H -9.73950 5.60092 6.70908
H -9.30000 3.87458 6.53366
H -8.98097 5.07958 4.60501
C -0.94603 10.80383 -3.69027
O 0.41295 10.63265 -3.31415
H -1.54698 10.04279 -3.19232
H -1.29157 11.79444 -3.38428
H -1.04620 10.69204 -4.77284
H 0.92223 11.31666 -3.76719
*
```